Density functional theory data (the ωB97M-V functional and the def2-TZVPD basis) for a 20-piece molecular cluster, C60H124O38 overall at a distorted geometry.

Charge   0
DFT total energy   -142033.2405 eV
Largest force on an atom   6.5 eV/Å
Frontier orbital gap   9.6891 eV

Each atom is followed by the atoms it is bonded to, with distances in Å.
Cartesian coordinates (Å):
1 C 5.399 -0.744 5.085  C2 1.523, O6 1.394, H7 1.090, H8 1.090
2 C 4.089 -1.393 5.513  C1 1.523, O3 1.414, H9 1.090, H10 1.090
3 O 4.324 -1.607 6.890  C2 1.414, C4 1.315
4 C 5.300 -0.843 7.329  O3 1.315, O5 1.239, O6 1.380
5 O 5.555 -0.662 8.527  C4 1.239
6 O 5.750 -0.090 6.264  C1 1.394, C4 1.380
7 H 5.312 0.093 4.392  C1 1.090
8 H 6.220 -1.453 4.978  C1 1.090
9 H 3.875 -2.357 5.051  C2 1.090
10 H 3.223 -0.813 5.193  C2 1.090
11 C 1.492 2.547 -7.625  C12 1.459, O16 1.405, H17 1.090, H18 1.090
12 C 1.140 3.933 -7.337  C11 1.459, O13 1.373, H19 1.090, H20 1.090
13 O 1.207 3.986 -5.967  C12 1.373, C14 1.298
14 C 1.995 3.056 -5.523  O13 1.298, O15 1.201, O16 1.309
15 O 2.440 3.001 -4.408  C14 1.201
16 O 2.331 2.289 -6.529  C11 1.405, C14 1.309
17 H 2.038 2.374 -8.552  C11 1.090
18 H 0.579 1.953 -7.597  C11 1.090
19 H 0.120 4.188 -7.627  C12 1.090
20 H 1.889 4.628 -7.716  C12 1.090
21 C 1.931 4.203 2.816  C22 1.508, O26 1.430, H27 1.090, H28 1.090
22 C 1.619 3.701 1.428  C21 1.508, O23 1.429, H29 1.090, H30 1.090
23 O 2.655 2.735 1.235  C22 1.429, C24 1.334
24 C 3.208 2.375 2.394  O23 1.334, O25 1.225, O26 1.347
25 O 3.982 1.444 2.581  C24 1.225
26 O 2.790 3.204 3.370  C21 1.430, C24 1.347
27 H 0.966 4.347 3.303  C21 1.090
28 H 2.325 5.217 2.740  C21 1.090
29 H 1.716 4.449 0.641  C22 1.090
30 H 0.715 3.094 1.384  C22 1.090
31 C 1.686 0.959 6.196  C32 1.508, O36 1.417, H37 1.090, H38 1.090
32 C 0.749 2.127 6.379  C31 1.508, O33 1.376, H39 1.090, H40 1.090
33 O 1.407 3.034 7.177  C32 1.376, C34 1.353
34 C 2.639 2.564 7.479  O33 1.353, O35 1.205, O36 1.300
35 O 3.499 3.216 8.015  C34 1.205
36 O 2.706 1.319 7.111  C31 1.417, C34 1.300
37 H 2.015 0.795 5.170  C31 1.090
38 H 1.332 -0.013 6.539  C31 1.090
39 H -0.265 1.894 6.706  C32 1.090
40 H 0.588 2.615 5.418  C32 1.090
41 C -1.103 -5.142 6.286  C42 1.528, O46 1.377, H47 1.090, H48 1.090
42 C -1.446 -4.085 5.238  C41 1.528, O43 1.419, H49 1.090, H50 1.090
43 O -0.276 -3.283 5.180  C42 1.419, C44 1.239
44 C 0.678 -3.937 5.624  O43 1.239, O45 1.223, O46 1.376
45 O 1.846 -3.644 5.409  C44 1.223
46 O 0.273 -5.078 6.278  C41 1.377, C44 1.376
47 H -1.455 -6.120 5.958  C41 1.090
48 H -1.479 -4.862 7.270  C41 1.090
49 H -2.321 -3.473 5.458  C42 1.090
50 H -1.682 -4.546 4.279  C42 1.090
51 C 2.757 5.560 -2.407  C52 1.532, O56 1.420, H57 1.090, H58 1.090
52 C 4.087 4.895 -2.775  C51 1.532, O53 1.389, H59 1.090, H60 1.090
53 O 4.962 5.298 -1.775  C52 1.389, C54 1.370
54 C 4.217 5.724 -0.707  O53 1.370, O55 1.262, O56 1.375
55 O 4.673 5.923 0.453  C54 1.262
56 O 2.876 5.771 -1.008  C51 1.420, C54 1.375
57 H 1.873 4.940 -2.555  C51 1.090
58 H 2.665 6.517 -2.920  C51 1.090
59 H 4.532 5.261 -3.701  C52 1.090
60 H 4.061 3.810 -2.875  C52 1.090
61 C 3.930 -4.109 0.709  C62 1.502, O66 1.431, H67 1.090, H68 1.090
62 C 3.948 -3.443 2.055  C61 1.502, O63 1.408, H69 1.090, H70 1.090
63 O 2.636 -2.956 2.205  C62 1.408, C64 1.379
64 C 1.805 -3.553 1.280  O63 1.379, O65 1.227, O66 1.338
65 O 0.580 -3.528 1.224  C64 1.227
66 O 2.539 -4.238 0.395  C61 1.431, C64 1.338
67 H 4.482 -5.049 0.695  C61 1.090
68 H 4.364 -3.446 -0.040  C61 1.090
69 H 4.606 -2.577 2.134  C62 1.090
70 H 4.037 -4.253 2.778  C62 1.090
71 C 5.619 -2.501 -3.098  C72 1.558, O76 1.364, H77 1.090, H78 1.090
72 C 4.463 -3.435 -3.566  C71 1.558, O73 1.433, H79 1.090, H80 1.090
73 O 4.788 -4.669 -2.915  C72 1.433, C74 1.373
74 C 5.984 -4.463 -2.273  O73 1.373, O75 1.195, O76 1.297
75 O 6.486 -5.318 -1.605  C74 1.195
76 O 6.410 -3.238 -2.266  C71 1.364, C74 1.297
77 H 5.250 -1.574 -2.658  C71 1.090
78 H 6.136 -2.181 -4.002  C71 1.090
79 H 4.493 -3.634 -4.638  C72 1.090
80 H 3.553 -2.984 -3.172  C72 1.090
81 C 5.829 1.728 -0.312  C82 1.504, O86 1.357, H87 1.090, H88 1.090
82 C 5.831 0.355 0.299  C81 1.504, O83 1.414, H89 1.090, H90 1.090
83 O 4.589 -0.111 -0.190  C82 1.414, C84 1.340
84 C 4.097 0.726 -1.114  O83 1.340, O85 1.169, O86 1.288
85 O 3.130 0.514 -1.736  C84 1.169
86 O 4.922 1.693 -1.321  C81 1.357, C84 1.288
87 H 6.797 1.884 -0.788  C81 1.090
88 H 5.684 2.475 0.469  C81 1.090
89 H 5.917 0.358 1.386  C82 1.090
90 H 6.637 -0.253 -0.112  C82 1.090
91 C -3.599 0.902 -6.137  C92 1.528, H95 1.090, H96 1.090, H97 1.090
92 C -4.164 2.235 -6.626  C91 1.528, C93 1.551, O94 1.426, H98 1.090
93 C -3.055 3.028 -7.365  C92 1.551, H99 1.090, H100 1.090, H101 1.090
94 O -5.272 1.956 -7.479  C92 1.426, H102 0.960
95 H -4.324 0.326 -5.562  C91 1.090
96 H -2.796 1.211 -5.468  C91 1.090
97 H -3.160 0.228 -6.872  C91 1.090
98 H -4.435 2.959 -5.857  C92 1.090
99 H -3.054 2.730 -8.413  C93 1.090
100 H -2.081 2.791 -6.936  C93 1.090
101 H -3.186 4.103 -7.242  C93 1.090
102 H -5.021 1.389 -8.212  O94 0.960
103 C -1.890 5.762 3.957  C104 1.533, H107 1.090, H108 1.090, H109 1.090
104 C -1.786 5.760 2.427  C103 1.533, C105 1.552, O106 1.419, H110 1.090
105 C -0.908 6.968 2.002  C104 1.552, H111 1.090, H112 1.090, H113 1.090
106 O -1.191 4.540 2.014  C104 1.419, H114 0.960
107 H -0.961 5.472 4.449  C103 1.090
108 H -2.680 5.062 4.228  C103 1.090
109 H -2.118 6.706 4.451  C103 1.090
110 H -2.783 5.783 1.987  C104 1.090
111 H -1.239 7.816 2.601  C105 1.090
112 H -1.065 7.284 0.970  C105 1.090
113 H 0.148 6.726 2.116  C105 1.090
114 H -1.830 3.824 2.034  O106 0.960
115 C -1.795 3.654 -4.061  C116 1.581, H119 1.090, H120 1.090, H121 1.090
116 C -0.975 3.279 -2.762  C115 1.581, C117 1.497, O118 1.394, H122 1.090
117 C -1.471 4.043 -1.573  C116 1.497, H123 1.090, H124 1.090, H125 1.090
118 O -1.102 1.919 -2.486  C116 1.394, H126 0.960
119 H -1.991 4.724 -3.989  C115 1.090
120 H -2.729 3.095 -3.999  C115 1.090
121 H -1.164 3.413 -4.916  C115 1.090
122 H 0.071 3.529 -2.940  C116 1.090
123 H -2.521 3.878 -1.332  C117 1.090
124 H -1.287 5.116 -1.521  C117 1.090
125 H -1.059 3.686 -0.630  C117 1.090
126 H -0.534 1.419 -3.076  O118 0.960
127 C -3.294 -6.412 0.291  C128 1.480, H131 1.090, H132 1.090, H133 1.090
128 C -1.867 -6.235 0.641  C127 1.480, C129 1.572, O130 1.428, H134 1.090
129 C -1.020 -5.946 -0.652  C128 1.572, H135 1.090, H136 1.090, H137 1.090
130 O -1.734 -5.106 1.506  C128 1.428, H138 0.960
131 H -3.644 -7.035 -0.532  C127 1.090
132 H -3.659 -5.401 0.111  C127 1.090
133 H -3.855 -6.883 1.099  C127 1.090
134 H -1.438 -7.120 1.111  C128 1.090
135 H -1.588 -5.256 -1.276  C129 1.090
136 H -0.788 -6.855 -1.209  C129 1.090
137 H -0.097 -5.439 -0.372  C129 1.090
138 H -0.967 -4.583 1.262  O130 0.960
139 C -5.092 -1.797 3.528  C140 1.506, H143 1.090, H144 1.090, H145 1.090
140 C -4.187 -2.567 2.602  C139 1.506, C141 1.537, O142 1.404, H146 1.090
141 C -2.877 -1.878 2.185  C140 1.537, H147 1.090, H148 1.090, H149 1.090
142 O -3.974 -3.824 3.191  C140 1.404, H150 0.960
143 H -5.185 -0.760 3.207  C139 1.090
144 H -4.848 -1.879 4.587  C139 1.090
145 H -6.126 -2.131 3.611  C139 1.090
146 H -4.659 -2.747 1.636  C140 1.090
147 H -2.111 -1.732 2.947  C141 1.090
148 H -3.115 -0.849 1.917  C141 1.090
149 H -2.401 -2.281 1.291  C141 1.090
150 H -3.292 -4.233 2.652  O142 0.960
151 C -5.024 3.192 2.454  C152 1.492, H155 1.090, H156 1.090, H157 1.090
152 C -4.329 2.115 1.691  C151 1.492, C153 1.502, O154 1.429, H158 1.090
153 C -4.824 2.034 0.275  C152 1.502, H159 1.090, H160 1.090, H161 1.090
154 O -2.954 2.491 1.597  C152 1.429, H162 0.960
155 H -6.096 3.025 2.356  C151 1.090
156 H -4.710 4.195 2.165  C151 1.090
157 H -4.717 3.090 3.495  C151 1.090
158 H -4.307 1.102 2.094  C152 1.090
159 H -5.848 1.664 0.227  C153 1.090
160 H -4.202 1.339 -0.290  C153 1.090
161 H -4.842 3.043 -0.136  C153 1.090
162 H -2.558 1.912 0.941  O154 0.960
163 C -4.447 1.185 6.180  C164 1.543, H167 1.090, H168 1.090, H169 1.090
164 C -2.925 1.000 6.006  C163 1.543, C165 1.534, O166 1.401, H170 1.090
165 C -2.482 -0.090 5.022  C164 1.534, H171 1.090, H172 1.090, H173 1.090
166 O -2.318 2.192 5.591  C164 1.401, H174 0.960
167 H -4.829 0.215 6.498  C163 1.090
168 H -4.981 1.514 5.289  C163 1.090
169 H -4.703 1.759 7.071  C163 1.090
170 H -2.501 0.799 6.990  C164 1.090
171 H -3.014 0.063 4.083  C165 1.090
172 H -2.798 -1.096 5.299  C165 1.090
173 H -1.397 -0.189 4.977  C165 1.090
174 H -2.389 2.109 4.638  O166 0.960
175 C -0.661 -1.473 -4.577  C176 1.502, H179 1.090, H180 1.090, H181 1.090
176 C 0.686 -0.997 -4.111  C175 1.502, C177 1.517, O178 1.426, H182 1.090
177 C 1.712 -1.264 -5.196  C176 1.517, H183 1.090, H184 1.090, H185 1.090
178 O 0.606 0.420 -3.972  C176 1.426, H186 0.960
179 H -1.098 -0.694 -5.202  C175 1.090
180 H -1.346 -1.421 -3.731  C175 1.090
181 H -0.742 -2.465 -5.021  C175 1.090
182 H 0.913 -1.502 -3.172  C176 1.090
183 H 1.898 -2.319 -5.395  C177 1.090
184 H 2.682 -0.810 -4.994  C177 1.090
185 H 1.332 -0.918 -6.158  C177 1.090
186 H 1.425 0.798 -3.644  O178 0.960
187 C 2.663 -7.102 -4.729  C188 1.567, H191 1.090, H192 1.090, H193 1.090
188 C 1.320 -6.295 -4.762  C187 1.567, C189 1.562, O190 1.392, H194 1.090
189 C 1.313 -5.085 -3.773  C188 1.562, H195 1.090, H196 1.090, H197 1.090
190 O 1.180 -5.899 -6.088  C188 1.392, H198 0.960
191 H 2.981 -7.390 -3.727  C187 1.090
192 H 3.463 -6.653 -5.317  C187 1.090
193 H 2.493 -8.020 -5.291  C187 1.090
194 H 0.502 -6.964 -4.495  C188 1.090
195 H 1.415 -5.482 -2.763  C189 1.090
196 H 0.397 -4.500 -3.859  C189 1.090
197 H 2.173 -4.482 -4.063  C189 1.090
198 H 1.926 -5.380 -6.400  O190 0.960
199 C 0.164 0.465 1.567  C200 1.520, H203 1.090, H204 1.090, H205 1.090
200 C -0.198 0.494 0.091  C199 1.520, C201 1.475, O202 1.399, H206 1.090
201 C -0.190 -0.873 -0.462  C200 1.475, H207 1.090, H208 1.090, H209 1.090
202 O -1.487 1.019 -0.051  C200 1.399, H210 0.960
203 H 1.253 0.430 1.582  C199 1.090
204 H -0.137 -0.485 2.009  C199 1.090
205 H -0.234 1.305 2.137  C199 1.090
206 H 0.493 1.109 -0.486  C200 1.090
207 H 0.788 -1.318 -0.276  C201 1.090
208 H -0.375 -0.841 -1.535  C201 1.090
209 H -0.994 -1.464 -0.023  C201 1.090
210 H -1.477 1.419 -0.923  O202 0.960
211 C -4.777 -0.122 -2.510  C212 1.504, H215 1.090, H216 1.090, H217 1.090
212 C -4.596 -1.615 -2.535  C211 1.504, C213 1.588, O214 1.398, H218 1.090
213 C -3.653 -2.234 -1.417  C212 1.588, H219 1.090, H220 1.090, H221 1.090
214 O -5.864 -2.192 -2.413  C212 1.398, H222 0.960
215 H -5.378 0.242 -3.344  C211 1.090
216 H -3.863 0.452 -2.660  C211 1.090
217 H -5.354 0.261 -1.668  C211 1.090
218 H -4.216 -1.941 -3.503  C212 1.090
219 H -2.607 -2.031 -1.643  C213 1.090
220 H -3.886 -3.281 -1.227  C213 1.090
221 H -3.989 -1.588 -0.605  C213 1.090
222 H -6.458 -1.454 -2.254  O214 0.960